Molecular formula: C44H94F12N14O24S12
Method: DFT, ωB97M-V/def2-TZVPD

Each line ends with the Mulliken spin population.
Atoms and positions in Å:
C1 2.108479 -2.836047 7.036629  0.000
C2 1.845129 -2.687077 5.513909  0.000
N1 2.224539 -1.343227 5.103919  0.000
C3 3.272669 -0.978167 4.275939  0.000
C4 3.292369 0.344213 4.010579  0.000
N2 2.171299 0.870033 4.619689  0.000
C5 1.580069 -0.155437 5.379809  0.000
C6 1.843519 2.231553 4.682639  0.000
H1 1.347239 -2.220837 7.516339  0.000
H2 3.137479 -2.551787 7.256759  0.000
H3 1.811029 -3.868497 7.220119  0.000
H4 0.793439 -2.828777 5.264959  0.000
H5 2.427299 -3.353657 4.877629  0.000
H6 3.921969 -1.788227 3.978239  0.000
H7 3.887099 0.955733 3.348199  0.000
H8 0.679659 -0.162267 5.976149  0.000
H9 2.622049 2.817453 5.171209  0.000
H10 0.845839 2.226793 5.121639  0.000
H11 1.617949 2.719333 3.734339  0.000
C7 -2.653511 -5.227057 2.427339  0.000
C8 -3.901481 -5.519897 3.388319  0.000
N3 -4.435951 -6.890347 3.151979  0.000
C9 -3.801691 -8.023277 3.426479  0.000
C10 -4.616731 -9.035217 3.073139  0.000
N4 -5.838521 -8.582737 2.449549  0.000
C11 -5.616001 -7.248507 2.514249  0.000
C12 -7.023021 -9.373507 2.039159  0.000
H12 -1.959141 -4.426447 2.682249  0.000
H13 -2.772811 -5.101897 1.351139  0.000
H14 -1.951291 -6.060597 2.413239  0.000
H15 -4.726051 -4.903427 3.030329  0.000
H16 -3.678901 -5.395607 4.448079  0.000
H17 -2.818511 -7.933477 3.864299  0.000
H18 -4.572071 -10.079937 3.343269  0.000
H19 -6.233291 -6.415787 2.211059  0.000
H20 -6.739881 -10.180517 1.363389  0.000
H21 -7.812101 -8.793297 1.560829  0.000
H22 -7.455061 -9.779487 2.953839  0.000
C13 -0.643531 -1.018497 -8.175051  0.000
C14 -1.806721 -1.277937 -7.262771  0.000
C15 -1.359081 -2.209387 -6.057581  -0.001
N5 -2.416541 -3.316567 -5.849401  0.000
C16 -2.428781 -4.307847 -7.087351  0.000
C17 -3.850401 -2.786517 -5.411971  0.000
C18 -3.905581 -2.907147 -3.804021  0.000
C19 -2.498431 -3.235017 -3.323771  0.000
C20 -2.008481 -4.073817 -4.461421  0.000
H23 0.200649 -0.633867 -7.602751  0.000
H24 -0.994761 -0.445657 -9.033291  0.000
H25 -0.499951 -2.037107 -8.535491  0.000
H26 -2.648731 -1.594397 -7.878381  0.000
H27 -2.246141 -0.348007 -6.901881  0.000
H28 -1.420601 -1.631407 -5.135491  0.001
H29 -0.379571 -2.675737 -6.163351  0.000
H30 -2.799981 -3.742377 -7.942071  0.000
H31 -3.091551 -5.153677 -6.904581  0.000
H32 -1.412281 -4.659617 -7.263691  0.000
H33 -4.543951 -3.500747 -5.855781  0.000
H34 -3.961771 -1.832097 -5.926531  0.000
H35 -4.636321 -3.671237 -3.538881  0.000
H36 -4.324171 -2.066717 -3.250341  0.000
H37 -2.324061 -3.741807 -2.374631  0.000
H38 -1.912081 -2.317747 -3.377741  0.000
H39 -2.702201 -4.913297 -4.507651  0.000
H40 -0.971331 -4.401837 -4.530841  0.000
C21 0.794399 5.436243 1.136049  0.000
C22 0.550459 6.540553 2.165839  0.000
C23 1.149129 7.878853 1.693559  0.000
N6 0.847929 9.189774 2.408929  0.000
C24 -0.647401 9.504183 2.664119  0.000
C25 1.607919 10.375833 1.844059  0.000
C26 2.990979 10.098783 2.099239  0.000
C27 3.014379 9.450643 3.483369  0.000
C28 1.505859 9.149063 3.769669  0.000
H41 0.528829 4.405963 1.372889  0.000
H42 1.869539 5.263583 1.087579  0.000
H43 0.305259 5.685933 0.194509  0.000
H44 0.782389 6.352753 3.214189  0.000
H45 -0.524651 6.671853 2.043389  0.000
H46 0.718479 8.119513 0.721589  0.000
H47 2.233479 7.779303 1.644739  0.000
H48 -0.723681 10.299863 3.405189  0.000
H49 -0.896581 8.571154 3.169559  0.000
H50 -1.218631 9.653084 1.747819  0.000
H51 1.211119 11.255543 2.350759  0.000
H52 1.408309 10.443203 0.774609  0.000
H53 3.566859 11.024133 2.112929  0.000
H54 3.506609 9.461713 1.380659  0.000
H55 3.491039 10.170013 4.149239  0.000
H56 3.656719 8.592443 3.680849  0.000
H57 1.091949 10.007913 4.298029  0.000
H58 1.174449 8.244023 4.278749  0.000
C29 2.216279 1.335353 -0.043131  -0.007
C30 1.268899 0.478683 0.703029  -0.001
C31 -0.204041 0.786333 0.574429  0.000
N7 -1.381141 -0.210387 1.042839  0.000
C32 -1.022621 -0.891747 2.325149  0.000
C33 -1.728511 -1.203147 -0.122891  -0.001
C34 -3.295151 -1.460197 0.106309  0.000
C35 -3.891471 -0.431277 1.089069  0.000
C36 -2.680541 0.591603 1.136399  -0.001
H59 2.135199 1.095893 -1.103411  0.005
H60 3.267099 1.206243 0.216099  0.001
H61 1.982429 2.389623 0.104969  -0.001
H62 1.593499 0.586303 1.737989  0.000
H63 1.386949 -0.565057 0.411889  0.000
H64 -0.456271 1.214223 -0.395821  -0.001
H65 -0.464591 1.634563 1.207449  0.000
H66 -1.890071 -1.502317 2.575799  0.000
H67 -0.668871 -0.214157 3.102219  0.000
H68 -0.284571 -1.620307 1.989609  0.000
H69 -1.179161 -2.144537 -0.133311  0.000
H70 -1.390911 -0.723977 -1.041871  0.001
H71 -3.377481 -2.512997 0.376379  0.000
H72 -3.740511 -1.421097 -0.887791  0.000
H73 -4.037711 -0.799357 2.104569  0.000
H74 -4.824431 -0.036227 0.687049  0.000
H75 -2.528561 1.166093 2.050159  0.002
H76 -2.653931 1.267203 0.281439  0.000
C37 4.066139 -1.546777 0.354829  0.000
C38 3.476959 -1.719757 -1.048181  0.000
C39 4.447039 -1.364227 -2.163081  -0.002
N8 3.867539 -1.543897 -3.529161  0.004
C40 3.729759 -3.006087 -3.935811  -0.001
C41 4.726629 -0.874857 -4.663471  0.007
C42 3.796369 -0.637177 -5.934061  0.001
C43 2.428919 -0.486817 -5.322821  0.000
C44 2.494109 -0.810547 -3.847481  0.000
H77 3.431679 -2.121747 1.029349  0.000
H78 4.097989 -0.508867 0.686239  -0.001
H79 5.043399 -2.016737 0.465289  0.000
H80 2.621369 -1.080397 -1.265611  0.001
H81 3.019329 -2.707087 -1.110321  -0.001
H82 5.286779 -2.059067 -2.174881  0.000
H83 4.684289 -0.300867 -2.130041  0.008
H84 3.568199 -3.194207 -4.997231  0.000
H85 2.890659 -3.459257 -3.407951  0.001
H86 4.687359 -3.433307 -3.638181  0.000
H87 5.613859 -1.490047 -4.813331  0.000
H88 5.019469 0.100673 -4.275281  -0.009
H89 3.989029 -1.548727 -6.499801  0.000
H90 4.059549 0.294863 -6.434201  0.000
H91 1.913439 -1.249677 -5.906281  0.000
H92 2.048609 0.467333 -5.687591  0.000
H93 1.701339 -1.444827 -3.450881  -0.001
H94 2.568929 0.144193 -3.326931  -0.002
N9 0.823479 -3.617527 0.050169  0.000
S1 0.786069 -4.462197 -1.134361  0.000
O1 -0.455551 -5.312317 -1.355761  0.000
O2 2.041659 -4.988917 -1.620091  0.000
F1 0.580339 -3.221557 -2.205341  0.000
S2 1.205509 -4.921897 1.058549  0.000
O3 2.679269 -5.087577 1.312489  0.000
O4 0.351759 -6.072607 1.059039  0.000
F2 0.813479 -4.318797 2.448099  0.000
N10 -3.401521 3.499693 4.025759  0.000
S3 -2.395341 2.718893 4.663229  0.000
O5 -2.118741 3.118343 6.045519  0.000
O6 -1.263721 2.158733 3.900009  0.000
F3 -3.436831 1.406353 4.809369  0.000
S4 -2.324511 4.608163 3.220279  0.000
O7 -2.195361 4.342873 1.768539  0.000
O8 -1.172241 5.097043 3.893499  0.000
F4 -3.319951 5.874293 3.194389  0.000
N11 -6.373641 -4.185677 1.357949  0.000
S5 -7.113351 -2.894267 1.637919  0.000
O9 -8.480561 -2.879947 2.051419  0.000
O10 -6.532691 -1.688487 1.025159  0.000
F5 -6.469191 -2.694077 3.139589  0.000
S6 -6.435891 -4.001207 -0.326401  0.000
O11 -5.167621 -3.784067 -1.060401  0.000
O12 -7.625481 -3.488527 -0.932371  0.000
F6 -6.625031 -5.650057 -0.589021  0.000
N12 5.661559 2.378413 -3.813541  0.293
S7 6.170849 2.711553 -2.550521  -0.103
O13 5.685519 1.824393 -1.480161  0.499
O14 6.666899 4.056113 -2.242471  0.258
F7 7.565879 1.928213 -2.884411  -0.003
S8 4.422889 3.410343 -3.679581  -0.012
O15 4.678849 4.813453 -3.980691  0.043
O16 3.327939 3.070183 -2.830221  0.022
F8 3.833419 2.958713 -5.091151  -0.001
N13 4.590249 3.269283 3.514219  0.000
S9 5.472579 3.443473 2.346279  -0.001
O17 6.887439 3.327213 2.514739  0.001
O18 4.845199 4.132413 1.231929  0.000
F9 5.265639 1.937153 1.763419  0.001
S10 5.035459 4.788113 4.172189  0.000
O19 5.601479 5.878923 3.364629  0.000
O20 5.448019 4.525013 5.566399  0.000
F10 3.540929 5.251243 4.413219  0.000
N14 -1.952641 1.853343 -2.450011  0.000
S11 -0.854741 1.566043 -3.487611  0.000
O21 -0.828221 2.305333 -4.731001  0.000
O22 -0.281611 0.224903 -3.446671  0.000
F11 0.320119 2.447603 -2.765851  0.000
S12 -3.146031 1.276403 -3.547161  0.000
O23 -2.936681 -0.004727 -4.173681  0.000
O24 -3.832941 2.263973 -4.316501  0.000
F12 -4.222741 0.844783 -2.436741  0.000

Atoms 1-3, force components in eV/Å:
-1.2 -0.4 -1.8
0.4 0.3 0.6
-0.2 4.4 -0.8

Calculated values
Kohn-Sham gap (spin up / spin down), Eh: 0.274 / 0.114
LUMO level (spin up / spin down), eV: -3.51 / -7.87
HOMO (spin up / spin down), eV: -10.976 / -10.971
Net charge: +1
Spin multiplicity: 2